{"formula": "C28H36ClGeN5NdO2SSe", "method": "ωB97M-V/def2-TZVPD", "total_charge": 1, "e_lumo_ev": [-2.96, -2.96], "homo_lumo_gap_ev": [7.0, 7.0], "homo_ev": [-9.959, -9.915], "mol_weight_g_mol": 838.0, "energy_ev": -201661.4404, "de_lowest_kj_mol": 13.4, "spin_multiplicity": 4, "species": ["Nd", "Se", "N", "C", "C", "C", "C", "C", "N", "C", "C", "N", "C", "C", "C", "C", "C", "N", "H", "H", "H", "H", "H", "H", "C", "C", "C", "C", "C", "C", "C", "S", "C", "O", "H", "H", "H", "H", "H", "H", "H", "H", "H", "H", "Cl", "C", "Ge", "C", "C", "C", "H", "H", "H", "H", "H", "H", "H", "H", "H", "H", "H", "C", "N", "C", "C", "C", "O", "H", "H", "H", "H", "H", "H", "H", "H", "H"], "xyz": [[-1.3998, 0.2296, 0.0380], [-4.0089, -6.3333, 4.4725], [-2.6971, -5.1441, 4.6872], [-2.7349, -4.3435, 3.6550], [-1.7998, -3.2374, 3.4555], [-0.7853, -2.9420, 4.3638], [0.0617, -1.8879, 4.0994], [-0.1291, -1.1585, 2.9301], [-1.0903, -1.4340, 2.0585], [-1.9230, -2.4500, 2.3108], [-2.9898, -2.7028, 1.3217], [-3.0572, -1.8811, 0.2593], [-3.9968, -2.0980, -0.6540], [-4.9259, -3.1319, -0.5557], [-4.8725, -3.9661, 0.5356], [-3.8841, -3.7562, 1.4975], [-3.7614, -4.6025, 2.6845], [-4.5520, -5.6123, 2.9345], [-0.6873, -3.5425, 5.2580], [0.8560, -1.6204, 4.7810], [0.5034, -0.3134, 2.6840], [-4.0032, -1.4149, -1.4931], [-5.6710, -3.2585, -1.3273], [-5.5739, -4.7787, 0.6688], [6.1683, 0.9643, -1.6460], [4.9293, 0.1697, -1.3462], [4.9778, -0.9124, -0.4695], [3.8443, -1.6640, -0.2001], [2.6541, -1.3326, -0.8310], [2.5721, -0.2541, -1.6992], [3.7121, 0.4918, -1.9461], [1.2294, -2.3359, -0.5212], [1.2375, -3.3064, -2.0172], [0.0254, -1.4244, -0.7085], [6.7315, 1.1788, -0.7379], [5.9263, 1.9069, -2.1340], [6.8284, 0.4058, -2.3116], [5.9131, -1.1655, 0.0135], [3.8904, -2.4952, 0.4928], [1.6311, 0.0106, -2.1644], [3.6563, 1.3374, -2.6209], [1.1705, -2.6259, -2.8644], [0.3806, -3.9754, -1.9833], [2.1645, -3.8764, -2.0453], [-2.2995, 1.5318, 2.0096], [-2.7289, 3.6926, -1.3435], [-2.0173, 2.4160, -2.6565], [-0.0342, 2.4568, -2.5904], [-2.5128, 3.0485, -4.4335], [-2.5523, 0.6203, -2.1601], [-2.1795, 4.6349, -1.3554], [-2.7368, 3.3133, -0.3191], [-3.7644, 3.9110, -1.6092], [0.3523, 3.4533, -2.8102], [0.3504, 1.7704, -3.3485], [0.3885, 2.1576, -1.6244], [-2.1366, 4.0601, -4.5903], [-3.5973, 3.0653, -4.5365], [-2.1050, 2.4033, -5.2107], [-2.2831, -0.0635, -2.9754], [-3.6494, 0.6330, -2.0996], [0.1478, 4.0035, 0.7507], [1.4225, 3.4019, 1.1216], [2.4830, 4.3209, 1.5237], [1.6210, 2.0868, 1.1112], [2.9603, 1.5751, 1.5695], [0.7540, 1.2637, 0.7439], [-0.1879, 4.6582, 1.5542], [-0.6015, 3.2349, 0.6171], [0.2591, 4.5804, -0.1674], [2.1091, 5.3350, 1.4135], [3.3659, 4.2121, 0.8948], [2.7634, 4.1736, 2.5668], [3.1781, 1.8865, 2.5912], [3.7586, 1.9549, 0.9316], [2.9518, 0.4912, 1.5063]]}

{"formula": "C41H33ClF9O9PS2Sc", "method": "ωB97M-V/def2-TZVPD", "total_charge": -2, "e_lumo_ev": [3.92, 3.92], "homo_lumo_gap_ev": [4.0, 5.7], "homo_ev": [-0.113, -1.752], "mol_weight_g_mol": 1016.2, "energy_ev": -150126.0476, "de_lowest_kj_mol": 85.3, "spin_multiplicity": 2, "species": ["Sc", "C", "O", "C", "C", "C", "C", "C", "C", "O", "C", "O", "C", "H", "H", "H", "H", "H", "H", "H", "H", "H", "S", "C", "F", "C", "F", "F", "C", "O", "C", "F", "F", "F", "C", "F", "F", "F", "Cl", "C", "C", "O", "O", "H", "H", "C", "C", "C", "C", "C", "C", "P", "C", "C", "C", "C", "C", "C", "C", "C", "C", "C", "C", "C", "H", "H", "H", "H", "H", "H", "H", "H", "H", "H", "H", "H", "H", "H", "H", "C", "C", "C", "C", "C", "C", "C", "S", "O", "O", "O", "H", "H", "H", "H", "H", "H", "H"], "xyz": [[-0.5960, -1.4722, 1.0400], [4.5580, 3.2869, 5.1831], [4.3799, 2.5147, 4.0301], [3.4038, 1.5306, 4.0836], [2.8224, 1.0666, 5.2566], [1.8345, 0.0995, 5.2095], [1.3579, -0.4551, 3.9989], [0.2375, -1.3335, 3.9209], [-0.6579, -1.5932, 5.1057], [-0.1114, -1.9363, 2.8301], [2.0237, 0.0141, 2.8200], [1.6183, -0.4127, 1.5679], [2.9972, 0.9808, 2.8683], [5.2393, 4.0936, 4.9094], [5.0012, 2.7129, 6.0071], [3.6117, 3.7178, 5.5321], [3.1347, 1.4473, 6.2213], [1.4094, -0.2258, 6.1479], [-0.3802, -1.0349, 5.9949], [-0.6668, -2.6664, 5.3171], [-1.6616, -1.3026, 4.7886], [3.4543, 1.3196, 1.9475], [2.8890, -2.6325, 1.9771], [1.7140, -1.7531, 1.2057], [-1.3204, -6.6097, -1.0167], [-0.6267, -5.5412, -0.5482], [-0.0392, -5.9466, 0.5850], [0.3395, -5.3107, -1.4460], [-1.5006, -4.2524, -0.3097], [-0.7068, -3.2021, -0.1425], [-2.4236, -4.5539, 0.9379], [-1.8716, -4.0849, 2.0493], [-2.6391, -5.8799, 1.1390], [-3.6540, -4.0224, 0.8286], [-2.4461, -4.1161, -1.5570], [-1.7497, -4.2637, -2.7014], [-3.4114, -5.0721, -1.5830], [-3.0641, -2.9439, -1.6227], [-5.1268, 0.1435, -0.0401], [-4.8486, -0.8952, 1.3647], [-3.3566, -1.1273, 1.7029], [-3.0620, -1.1889, 2.8897], [-2.5826, -1.3644, 0.7188], [-5.2797, -1.8628, 1.1106], [-5.3577, -0.4603, 2.2190], [-0.7421, -2.5161, -6.5154], [-1.6877, -1.6295, -6.0202], [-1.5554, -1.1146, -4.7418], [-0.4647, -1.4543, -3.9353], [0.4746, -2.3488, -4.4452], [0.3363, -2.8735, -5.7222], [-0.4583, -0.8166, -2.1882], [1.3723, -0.7763, -1.9834], [2.2102, 0.3277, -2.0885], [3.5805, 0.1942, -1.9066], [4.1374, -1.0471, -1.6441], [3.3126, -2.1537, -1.5255], [1.9393, -2.0136, -1.6588], [-0.9320, 0.9109, -2.6511], [-2.0923, 1.4038, -2.0584], [-2.4990, 2.7123, -2.2681], [-1.7506, 3.5433, -3.0891], [-0.6349, 3.0399, -3.7441], [-0.2360, 1.7257, -3.5418], [-0.8627, -2.9453, -7.5029], [-2.5365, -1.3421, -6.6299], [-2.3024, -0.4292, -4.3609], [1.3267, -2.6293, -3.8426], [1.0760, -3.5710, -6.0971], [1.8071, 1.3114, -2.2827], [4.2200, 1.0679, -1.9655], [5.2074, -1.1505, -1.5097], [3.7295, -3.1186, -1.2739], [1.2930, -2.8719, -1.5252], [-2.6573, 0.7553, -1.4024], [-3.3817, 3.0859, -1.7645], [-2.0342, 4.5812, -3.2222], [-0.0663, 3.6773, -4.4129], [0.6204, 1.3359, -4.0791], [0.8778, 6.8148, 0.0167], [0.3528, 5.4386, 0.3324], [-0.6281, 5.2445, 1.2994], [-1.1014, 3.9729, 1.5843], [-0.5762, 2.8812, 0.9153], [0.4066, 3.0582, -0.0424], [0.8589, 4.3315, -0.3429], [-1.2595, 1.2504, 1.2136], [-0.8661, 0.8306, 2.5390], [-2.6738, 1.4559, 1.0335], [-0.5849, 0.3950, 0.1987], [0.3986, 7.5677, 0.6416], [0.6994, 7.0662, -1.0305], [1.9545, 6.8557, 0.1898], [-1.0259, 6.1004, 1.8329], [-1.8781, 3.8045, 2.3188], [0.8018, 2.1790, -0.5288], [1.6092, 4.4710, -1.1133]]}

{"formula": "C8H9BF4O4Pd", "method": "ωB97M-V/def2-TZVPD", "e_lumo_ev": [-1.69, -1.70], "homo_lumo_gap_ev": [7.5, 7.5], "homo_ev": [-9.175, -9.237], "mol_weight_g_mol": 362.4, "energy_ev": -31660.3583, "de_lowest_kj_mol": 0.0, "species": ["Pd", "O", "C", "O", "C", "O", "O", "F", "B", "F", "F", "F", "C", "C", "C", "C", "C", "C", "H", "H", "H", "H", "H", "H", "H", "H", "H"], "xyz": [[1.3937, 0.5587, 1.1612], [1.9864, -3.2528, 3.4510], [1.5734, -2.2815, 2.9833], [0.9814, -1.3123, 2.7198], [3.4895, -2.0289, 0.5306], [4.1366, -2.9717, 0.6894], [2.9920, -1.0441, 0.1545], [3.4427, 0.3953, 2.7322], [4.0865, 1.4010, 3.3299], [2.0234, 2.3342, 1.8174], [5.1231, 1.9362, 2.7338], [3.7277, 1.7541, 4.5397], [-3.4116, 0.9562, -1.0107], [-2.1780, 0.3276, -1.6679], [-1.8507, 1.0371, -2.9865], [-2.4330, -1.1645, -1.9302], [-1.0263, 0.4470, -0.7536], [-0.0833, 0.5369, -0.0063], [-4.2647, 0.8897, -1.6894], [-3.2323, 2.0049, -0.7738], [-3.6618, 0.4342, -0.0868], [-2.7058, 0.9718, -3.6627], [-0.9903, 0.5723, -3.4686], [-1.6196, 2.0882, -2.8137], [-3.2843, -1.2773, -2.6053], [-2.6553, -1.6847, -0.9983], [-1.5593, -1.6274, -2.3893]]}

{"formula": "C35H30Br4ClNO5PtSSi", "method": "ωB97M-V/def2-TZVPD", "total_charge": -2, "e_lumo_ev": 3.89, "homo_lumo_gap_ev": 5.3, "homo_ev": -1.445, "mol_weight_g_mol": 1154.9, "energy_ev": -363164.4182, "de_lowest_kj_mol": 48.5, "species": ["Pt", "Br", "C", "C", "Br", "C", "Br", "C", "O", "C", "O", "C", "Br", "C", "Si", "C", "C", "C", "C", "C", "C", "C", "H", "H", "H", "H", "H", "H", "H", "H", "H", "H", "H", "C", "C", "C", "C", "Cl", "C", "C", "C", "O", "C", "C", "O", "O", "H", "H", "H", "H", "H", "H", "H", "H", "N", "S", "C", "C", "C", "C", "C", "C", "C", "C", "C", "C", "C", "C", "H", "H", "H", "H", "H", "H", "H", "H", "H", "H", "H"], "xyz": [[-0.6138, -0.1282, 0.2957], [-4.5347, 3.9819, 4.5112], [-4.0284, 2.9696, 2.9885], [-4.9239, 2.7297, 1.9626], [-6.7002, 3.4060, 2.0527], [-4.5160, 1.9745, 0.8522], [-5.6759, 1.6692, -0.6278], [-3.2248, 1.4213, 0.7226], [-2.8230, 0.7674, -0.2895], [-2.3049, 1.6675, 1.8165], [-1.0752, 1.2225, 1.7225], [-2.7241, 2.4388, 2.8925], [-1.4149, 2.7682, 4.2252], [1.9411, -2.2932, 1.0162], [0.3048, -1.6335, 1.6658], [-0.7923, -3.1219, 2.0138], [0.7342, -0.7783, 3.2890], [1.5790, 0.3375, 3.2153], [1.9666, 1.0201, 4.3587], [1.5058, 0.6098, 5.6049], [0.6556, -0.4827, 5.6980], [0.2771, -1.1690, 4.5467], [2.4543, -2.9071, 1.7655], [2.5762, -1.4442, 0.7511], [1.7813, -2.8880, 0.1126], [-0.3163, -3.8113, 2.7194], [-0.9750, -3.6567, 1.0776], [-1.7595, -2.8148, 2.4194], [1.9086, 0.6905, 2.2406], [2.6031, 1.8946, 4.2741], [1.7883, 1.1576, 6.4972], [0.2740, -0.7930, 6.6649], [-0.3969, -2.0161, 4.6347], [6.1119, 3.1767, 1.3799], [4.6536, 3.5184, 1.5048], [4.1337, 4.0508, 2.6746], [2.7784, 4.3118, 2.7853], [2.1524, 4.9524, 4.2897], [1.9211, 4.0518, 1.7334], [2.4340, 3.5354, 0.5502], [3.7919, 3.2568, 0.4334], [4.4027, 2.7274, -0.6590], [3.6401, 2.2997, -1.7836], [2.6736, 1.1281, -1.5116], [2.1317, 0.6485, -2.5500], [2.4745, 0.8479, -0.3297], [6.6443, 3.4174, 2.3010], [6.5753, 3.7190, 0.5528], [6.2369, 2.1132, 1.1672], [4.7877, 4.2433, 3.5168], [0.8557, 4.2026, 1.8489], [1.7495, 3.2747, -0.2417], [4.3741, 1.9968, -2.5278], [3.0626, 3.1346, -2.1977], [0.0534, -1.2030, -1.3415], [-1.2637, -1.1999, -2.2812], [-0.6617, -1.6737, -3.9097], [0.4020, -0.9957, -4.4927], [0.8673, -1.4191, -5.7276], [0.2768, -2.5003, -6.3741], [-0.7773, -3.1736, -5.7792], [-1.2444, -2.7615, -4.5343], [-1.7147, 0.4679, -2.7786], [-2.9154, 0.6277, -3.4478], [-3.3588, 1.9070, -3.7348], [-2.6043, 3.0055, -3.3431], [-1.3938, 2.8252, -2.6916], [-0.9339, 1.5475, -2.4080], [0.8190, -0.6487, -1.7610], [0.8806, -0.1698, -3.9738], [1.7014, -0.9027, -6.1856], [0.6470, -2.8212, -7.3405], [-1.2331, -4.0215, -6.2755], [-2.0616, -3.2828, -4.0492], [-3.5268, -0.2344, -3.6898], [-4.3156, 2.0490, -4.2204], [-2.9742, 4.0059, -3.5306], [-0.8097, 3.6814, -2.3776], [0.0248, 1.3910, -1.9266]]}

{"formula": "C9H18OSi2", "method": "ωB97M-V/def2-TZVPD", "e_lumo_ev": 0.77, "homo_lumo_gap_ev": 8.9, "homo_ev": -8.175, "mol_weight_g_mol": 198.4, "energy_ev": -27425.4689, "de_lowest_kj_mol": 136.0, "smiles": "C/C=C1/C[C@H]2CC[C@]1([SiH2]O[SiH3])C2", "species": ["C", "C", "C", "C", "C", "C", "C", "C", "C", "O", "Si", "Si", "H", "H", "H", "H", "H", "H", "H", "H", "H", "H", "H", "H", "H", "H", "H", "H", "H", "H"], "xyz": [[0.6671, -0.5676, 0.6001], [1.4211, 0.3500, 1.2370], [1.1325, -2.0029, 0.5646], [-1.3667, -2.5464, 0.8776], [-1.6630, -1.0869, 0.9949], [-0.4678, -1.6243, -1.1419], [-0.1543, -2.6759, -0.0893], [-0.6608, -0.4978, -0.0805], [1.0659, 1.7583, 1.4665], [-0.4002, 2.6177, -1.7130], [0.9855, 3.4383, -1.9973], [-1.2977, 1.4122, -1.1285], [2.4358, 0.0490, 1.2604], [2.0032, -2.1772, -0.0271], [1.4780, -2.2922, 1.6213], [-1.1512, -3.1140, 1.7264], [-2.0959, -3.1842, 0.3752], [-2.8012, -0.8627, 0.7690], [-1.2987, -0.6671, 1.9094], [0.4240, -1.2223, -1.7309], [-1.3456, -1.7687, -1.7151], [0.0036, -3.7963, -0.3518], [0.5406, 2.1992, 0.6780], [1.8641, 2.4405, 1.7831], [0.5642, 1.8337, 2.4150], [0.8444, 4.5744, -1.0675], [0.6931, 4.0596, -3.2129], [1.9935, 2.5657, -1.6464], [-1.4918, 0.7826, -2.3671], [-1.9213, 2.0053, -0.0092]]}

{"formula": "C22H46F3N3O4PS", "method": "ωB97M-V/def2-TZVPD", "total_charge": 1, "e_lumo_ev": -2.46, "homo_lumo_gap_ev": 7.8, "homo_ev": -10.262, "mol_weight_g_mol": 536.7, "energy_ev": -64480.7210, "species": ["C", "C", "P", "C", "C", "C", "C", "N", "O", "S", "O", "O", "O", "C", "C", "C", "C", "C", "C", "N", "C", "F", "F", "F", "H", "H", "H", "H", "H", "H", "H", "H", "H", "H", "H", "H", "H", "H", "H", "H", "H", "H", "H", "H", "H", "H", "H", "H", "H", "H", "C", "C", "C", "N", "C", "C", "C", "C", "C", "C", "H", "H", "H", "H", "H", "H", "H", "H", "H", "H", "H", "H", "H", "H", "H", "H", "H", "H", "H", "H"], "xyz": [[1.7701, 2.0258, 1.2666], [0.3951, 1.1508, 1.0908], [-0.5172, 1.3908, -0.5678], [0.4465, 0.6978, -2.0619], [-0.0858, -0.8753, -2.2619], [-1.1339, 3.1769, -0.8347], [-0.6212, 3.7566, -2.2850], [0.9112, 3.8980, -2.3786], [-0.5832, 3.9968, 0.2956], [-1.6295, 4.1151, 1.6765], [-1.1405, 3.5371, 3.0257], [-1.8956, 5.6196, 2.0740], [-2.9602, 3.3532, 0.8739], [-2.7725, 3.4298, -0.6132], [-3.8195, 2.3820, -1.3413], [-4.1451, 1.0307, -0.4650], [-4.9251, -0.0131, -1.4811], [-6.5105, 0.3283, -1.7188], [-7.3549, 0.6991, -0.3634], [-7.3249, 2.2054, -0.2090], [-3.3965, 4.8875, -1.0659], [-3.7281, 4.9552, -2.5384], [-4.6181, 5.1153, -0.2073], [-2.4623, 6.0381, -0.8320], [2.0169, 2.6634, 0.3006], [2.7035, 1.3899, 1.6376], [1.5722, 2.8228, 2.1314], [-0.3878, 1.2774, 1.9597], [0.7257, 0.0044, 1.1288], [0.2368, 1.2256, -3.0862], [1.5978, 0.5935, -1.8060], [-1.2427, -0.8004, -2.4483], [0.4425, -1.4252, -3.1522], [0.0564, -1.4759, -1.2448], [-1.0268, 3.0017, -3.1150], [-1.0490, 4.8075, -2.5758], [1.0880, 4.8978, -2.6480], [1.1620, 3.2554, -3.1755], [-3.3923, 2.1112, -2.4225], [-4.8782, 2.8880, -1.5625], [-4.7745, 1.3616, 0.4643], [-3.2049, 0.4618, -0.0634], [-4.7141, -1.1502, -1.1873], [-4.3930, 0.1223, -2.5412], [-6.6885, 1.1469, -2.5691], [-7.0014, -0.6662, -2.1608], [-6.7494, 0.2426, 0.5566], [-8.4604, 0.3161, -0.3423], [-7.0961, 2.7026, -1.0975], [-6.6281, 2.5119, 0.5047], [4.8765, -2.7502, 4.2500], [4.1510, -1.6927, 3.4342], [3.1992, -2.1770, 2.3354], [3.8132, -3.0180, 1.1785], [2.8031, -2.9375, 0.0032], [3.1565, -3.8817, -1.1403], [3.2941, -5.3176, -0.6633], [4.3022, -5.4148, 0.4681], [3.9528, -4.4843, 1.6209], [5.1472, -2.4166, 0.7392], [5.6977, -3.2064, 3.6901], [5.3299, -2.2889, 5.1331], [4.1909, -3.5306, 4.5926], [4.8810, -0.9844, 3.0248], [3.5437, -1.1077, 4.1379], [2.7582, -1.2881, 1.8656], [2.3762, -2.7650, 2.7605], [1.8178, -3.1924, 0.4137], [2.7835, -1.8983, -0.3440], [2.3731, -3.8289, -1.9050], [4.0817, -3.5644, -1.6342], [3.6031, -5.9610, -1.4944], [2.3189, -5.6854, -0.3200], [5.3090, -5.1966, 0.0934], [4.3294, -6.4462, 0.8388], [4.7276, -4.5436, 2.3841], [2.9938, -4.7801, 2.0649], [5.8729, -2.5264, 1.5468], [4.9851, -1.3604, 0.5041], [5.5176, -2.9427, -0.1416]]}